1.
{
  "formula": "C4H7N3O",
  "method": "wB97M-V/def2-TZVPD",
  "homo_lumo_gap_ev": 9.1,
  "de_lowest_ev": 8.275,
  "max_force_ev_per_a": 7.6,
  "total_energy_ha": -395.844306,
  "elements": ["C", "C", "C", "C", "H", "H", "H", "H", "H", "H", "H", "N", "N", "N", "O"],
  "coordinates": [[-0.0857, 0.6171, -0.3406], [0.8178, 0.9241, 0.6752], [1.3576, 0.2109, -0.5172], [-0.9955, -0.5640, -0.3144], [-1.8329, 2.0481, -0.0082], [1.1143, 2.0238, 0.7022], [0.6324, 0.6162, 1.9367], [2.5427, 0.6723, -0.7693], [1.7391, -1.4174, 0.4512], [-0.5996, -2.4709, -0.6504], [-2.7011, -1.1948, 0.1879], [1.2379, -1.2332, -0.3982], [-0.2792, -1.6214, -0.2742], [-2.2279, -0.3564, 0.1549], [-0.7201, 1.7455, -0.8356]],
  "forces_ev_per_a": [[-3.403, 3.047, -2.155], [1.525, 1.269, 7.299], [2.854, 0.317, 0.695], [-3.764, 4.140, 3.833], [4.614, -1.973, -3.214], [-0.592, -1.566, -0.303], [0.830, 0.116, -3.936], [-4.093, -1.542, -0.453], [-0.611, -1.000, 0.767], [0.365, -1.331, -0.483], [-1.495, -2.417, 0.452], [-0.970, -1.438, -1.613], [5.485, -1.391, 0.183], [3.375, 1.913, -2.607], [-4.119, 1.855, 1.534]],
  "mulliken_charge": [0.838, -0.644, -0.556, 0.324, 0.398, 0.297, 0.209, 0.275, 0.307, 0.260, 0.209, -0.442, -0.105, -0.673, -0.697]
}


2.
{
  "formula": "CH12O4",
  "method": "wB97M-V/def2-TZVPD",
  "homo_lumo_gap_ev": 11.6,
  "de_lowest_ev": 1.580,
  "max_force_ev_per_a": 5.2,
  "total_energy_ha": -346.206107,
  "smiles": "C.O.O.O.O",
  "elements": ["C", "H", "H", "H", "H", "H", "H", "O", "H", "H", "O", "H", "H", "O", "H", "H", "O"],
  "coordinates": [[1.4888, 2.2197, -3.3696], [1.8398, 1.1918, -3.4744], [0.3603, 2.2982, -3.3571], [1.9509, 2.7116, -4.1298], [1.7671, 2.5877, -2.2663], [1.4015, 3.0102, 1.2775], [-0.1589, 2.5947, 1.1161], [0.7629, 2.5052, 0.7685], [3.6952, -1.9111, -0.4624], [3.2073, -2.9557, 0.3896], [2.8548, -2.2327, -0.0440], [-4.0534, -2.8479, 2.7806], [-5.3067, -2.3450, 3.7174], [-4.7639, -2.1992, 2.8852], [-0.1841, 0.5655, -0.2271], [0.1763, -0.7829, -0.6948], [-0.5572, -0.2527, -0.4162]],
  "forces_ev_per_a": [[-1.786, -1.035, 4.755], [-0.447, -0.149, 0.292], [1.333, -0.269, -0.509], [1.068, 2.068, -1.903], [-0.176, -0.627, -2.615], [-0.476, 0.100, 0.295], [1.552, 0.262, -0.052], [-1.163, -0.393, -0.268], [-1.356, 0.078, 0.253], [0.586, -2.665, 1.757], [0.732, 2.616, -2.038], [-0.504, 0.055, 0.568], [1.499, -0.177, -1.624], [-1.000, 0.131, 1.057], [1.124, 2.395, 0.591], [0.618, -0.581, -0.192], [-1.602, -1.811, -0.367]],
  "mulliken_charge": [-0.899, 0.220, 0.206, 0.325, 0.149, 0.302, 0.325, -0.632, 0.318, 0.296, -0.605, 0.324, 0.329, -0.652, 0.306, 0.303, -0.613]
}


3.
{
  "formula": "CH6N2Si",
  "method": "wB97M-V/def2-TZVPD",
  "homo_lumo_gap_ev": 9.8,
  "de_lowest_ev": 6.188,
  "max_force_ev_per_a": 4.3,
  "total_energy_ha": -440.459072,
  "elements": ["C", "N", "N", "Si", "H", "H", "H", "H", "H", "H"],
  "coordinates": [[-0.6400, 0.3900, 0.7608], [-0.9503, 1.7094, 0.1477], [0.0611, 1.4779, 1.1389], [0.4457, -1.4937, -0.7391], [0.3465, -1.8168, 0.5946], [-1.8357, 2.1398, 0.6141], [0.9806, 1.6023, 0.9483], [1.3227, -0.4683, -0.3994], [-0.6880, -0.8955, -1.6648], [0.9576, -2.6450, -1.4010]],
  "forces_ev_per_a": [[-0.031, 2.891, -0.051], [-2.248, -0.163, 0.294], [-3.560, -1.713, 1.648], [-1.986, 0.408, -2.072], [-0.987, -1.424, 1.976], [2.088, -0.817, -0.710], [3.343, 0.670, -0.918], [1.773, 1.579, -0.534], [0.876, -0.698, 1.177], [0.733, -0.733, -0.809]],
  "mulliken_charge": [0.048, -0.281, -0.307, 0.474, -0.072, 0.278, 0.262, -0.144, -0.045, -0.213]
}


4.
{
  "formula": "C13H46Na2O14V",
  "method": "wB97M-V/def2-TZVPD",
  "homo_lumo_gap_ev": [4.5, 4.4],
  "spin_multiplicity": 4,
  "max_force_ev_per_a": 5.6,
  "total_energy_ha": -2844.661816,
  "elements": ["Na", "Na", "V", "O", "C", "C", "O", "H", "H", "H", "H", "O", "C", "C", "O", "H", "H", "H", "H", "O", "H", "H", "O", "H", "H", "O", "H", "H", "O", "H", "H", "O", "H", "H", "O", "H", "H", "O", "H", "H", "C", "C", "C", "O", "H", "H", "H", "H", "H", "H", "H", "H", "C", "C", "C", "O", "H", "H", "H", "H", "H", "H", "H", "H", "C", "C", "C", "O", "H", "H", "H", "H", "H", "H", "H", "H"],
  "coordinates": [[-1.7002, -2.3121, 2.1519], [3.6324, -2.2779, -1.4469], [-0.0123, -3.1736, -0.6879], [1.1626, -1.3238, -1.9186], [0.7509, -0.2383, -1.1799], [0.8760, -0.3989, 0.3445], [0.5944, -1.6868, 1.0247], [-0.2761, -0.0392, -1.4860], [1.3399, 0.6232, -1.4947], [0.4598, 0.4897, 0.8189], [1.8810, -0.1993, 0.7163], [-2.1131, -2.5664, -1.0466], [-3.0726, -1.5509, -1.0220], [-4.2264, -1.4674, 0.0251], [-3.9906, -1.1269, 1.4286], [-3.5682, -1.7313, -1.9759], [-2.5587, -0.5996, -1.1598], [-4.8008, -2.3930, -0.0114], [-5.0103, -0.7916, -0.3168], [3.8058, -1.5615, 1.3565], [2.9135, -1.2253, 1.2731], [3.7414, -2.2522, 2.0161], [-0.9814, 0.4111, 3.9074], [-1.6084, -0.2720, 4.1447], [-1.3291, 0.7852, 3.0978], [1.4821, -3.4385, -4.5082], [1.8130, -2.6006, -4.1848], [1.0384, -3.8282, -3.7548], [1.8305, -0.4366, -4.9067], [1.5123, -0.0972, -4.0701], [1.7243, 0.2927, -5.5175], [4.2498, 1.7730, -1.0190], [3.3356, 1.6715, -1.2837], [4.2595, 1.5325, -0.0926], [4.6429, 1.1434, 1.6459], [4.5608, 0.1907, 1.6871], [3.9848, 1.4679, 2.2606], [-0.9447, -1.1368, -4.4072], [-0.1521, -1.2865, -4.9226], [-0.6576, -0.5837, -3.6807], [3.0026, -3.5762, 5.2948], [1.6862, -3.2540, 4.5867], [0.9436, -2.1103, 5.4074], [2.1236, -2.8766, 3.3141], [2.7898, -4.1798, 6.1772], [3.5843, -2.7596, 5.7224], [3.6554, -4.2505, 4.7404], [1.1232, -4.1637, 4.3778], [1.3086, -1.1059, 5.1929], [1.1584, -2.0099, 6.4713], [-0.1282, -2.2646, 5.2825], [1.4105, -2.3916, 2.8926], [-2.0113, 2.1674, -3.4797], [-1.0869, 3.2697, -2.9244], [0.4059, 3.1016, -3.3414], [-1.3856, 4.4236, -3.6603], [-3.0253, 2.5674, -3.4737], [-1.9135, 1.3214, -2.7994], [-1.7786, 2.0148, -4.5336], [-1.2533, 3.2691, -1.8471], [0.5625, 3.4480, -4.3629], [0.7896, 2.0814, -3.3272], [0.9700, 3.7276, -2.6500], [-1.4678, 4.0800, -4.5530], [-3.7418, 2.8536, 0.5027], [-2.3529, 2.2629, 0.7041], [-1.2976, 3.3001, 1.0688], [-2.5477, 1.2683, 1.6267], [-4.6192, 2.2176, 0.6203], [-3.7114, 3.2551, -0.5102], [-4.0661, 3.6186, 1.2083], [-1.8969, 1.6936, -0.1059], [-0.3284, 2.9819, 0.6847], [-1.1930, 3.3931, 2.1498], [-1.2816, 4.2713, 0.5742], [-3.0165, 0.5696, 1.1645]],
  "forces_ev_per_a": [[-0.746, 1.066, -0.814], [-0.606, 0.770, 0.182], [-2.645, 4.916, -0.211], [0.982, -3.071, 0.359], [-0.225, -0.657, 0.388], [0.611, -0.609, 1.512], [-0.949, -0.309, -2.370], [-0.547, 0.326, 0.452], [0.137, 0.590, 0.341], [-1.306, -0.249, 0.190], [0.833, 0.246, -0.897], [3.479, -2.264, 1.962], [-0.631, 0.248, -0.744], [0.227, -0.185, 2.446], [1.640, -0.669, -2.066], [-0.605, 0.391, -0.250], [0.059, 0.589, 0.388], [0.282, -0.817, -0.084], [0.316, 0.736, -0.732], [0.837, -0.120, -0.923], [-0.697, -0.054, 0.096], [-0.226, -0.321, 0.578], [0.761, -0.509, 0.490], [-0.356, 0.134, 0.180], [-0.648, 0.365, -0.762], [0.414, -0.494, -0.019], [-0.142, 0.639, -0.055], [-0.338, -0.010, 0.015], [0.292, -0.213, -0.088], [-0.075, -0.020, 0.535], [0.039, 0.167, -0.287], [0.002, -0.133, -0.868], [-0.254, 0.119, -0.157], [0.238, -0.005, 0.861], [0.113, 0.438, -0.107], [0.010, -0.693, 0.067], [-0.141, 0.214, 0.228], [-0.590, -0.036, -0.149], [0.323, -0.131, -0.120], [0.016, -0.032, 0.298], [-0.248, -1.518, 1.300], [1.815, 0.950, 1.794], [0.295, -0.811, -0.573], [-0.090, 1.054, -1.195], [-0.279, -0.073, 0.272], [-0.237, 0.462, -0.627], [-0.002, 0.316, -0.495], [-0.524, -0.069, 0.989], [-0.384, -0.015, -1.283], [-0.024, -1.337, 0.298], [-0.062, 0.671, 0.034], [-0.185, 0.421, -0.818], [0.497, 0.865, 0.755], [0.841, -1.777, -2.361], [-0.155, -0.737, 1.129], [-1.281, 1.765, 0.739], [-0.131, -0.211, 0.346], [-0.276, -0.521, -0.621], [0.228, -0.701, 0.060], [0.145, 1.016, -0.039], [-0.179, 0.135, 0.099], [0.024, -0.217, 0.416], [0.401, -0.054, -0.251], [-0.134, 0.396, -0.217], [-0.284, 0.884, -1.353], [-0.739, 0.702, -0.411], [1.128, -0.342, 0.207], [1.670, -0.492, 2.710], [0.568, -0.988, -0.488], [-0.650, 0.473, -0.092], [0.949, 0.514, 0.110], [-0.636, 0.560, -1.326], [0.325, -0.670, 0.341], [-0.180, 0.291, 0.027], [-1.185, 0.182, 0.183], [-0.906, -1.475, 0.479]],
  "mulliken_charge": [0.663, 0.880, 0.841, -0.685, 1.550, 0.740, -0.439, -0.676, -0.641, -0.382, -0.197, -0.754, 0.527, -0.940, -0.910, 0.334, -0.412, 0.412, 0.299, -0.693, 0.361, 0.262, -0.580, 0.262, 0.376, -0.602, 0.288, 0.263, -0.686, 0.275, 0.303, -0.681, 0.302, 0.404, -0.742, 0.368, 0.324, -0.602, 0.424, 0.152, -1.653, 0.621, -1.215, -0.476, 0.440, 0.359, 0.377, 0.291, 0.371, 0.422, 0.255, 0.139, -0.883, 1.058, -0.795, -0.563, 0.374, -0.186, 0.500, -0.479, 0.423, -0.068, 0.325, 0.360, -1.481, 2.432, -1.555, -0.476, 0.413, 0.321, 0.350, -1.073, 0.247, 0.440, 0.389, 0.010]
}


5.
{
  "formula": "C8H10N3O",
  "method": "wB97M-V/def2-TZVPD",
  "homo_lumo_gap_ev": [6.2, 6.2],
  "de_lowest_ev": 5.677,
  "max_force_ev_per_a": 4.8,
  "total_energy_ha": -549.903190,
  "charge": 1,
  "elements": ["C", "C", "C", "C", "C", "C", "C", "C", "N", "N", "N", "O", "H", "H", "H", "H", "H", "H", "H", "H", "H", "H"],
  "coordinates": [[3.8455, -0.1270, -0.3976], [-1.7265, 0.7879, -0.0932], [2.3810, -1.5331, 0.4731], [-3.6922, -0.5799, -0.0495], [2.5836, 0.3709, -0.4889], [0.2002, -0.5905, 0.1910], [-4.9732, -1.3179, -0.1830], [2.3101, 1.6735, -1.1145], [-2.6565, -0.0627, -0.1395], [3.6839, -1.3274, 0.1762], [1.5896, -0.5434, 0.0348], [-0.3871, 0.5137, -0.2612], [4.7628, 0.4272, -0.5514], [-1.8650, 1.8848, -0.1247], [1.9703, -2.4260, 0.7371], [-5.7312, -0.7414, 0.3832], [-5.3810, -1.3402, -1.2087], [-4.8174, -2.2112, 0.4784], [1.9075, 2.4078, -0.3868], [3.2703, 2.1387, -1.4357], [1.5260, 1.7088, -1.9335], [4.3651, -1.9953, 0.6243]],
  "forces_ev_per_a": [[-1.259, 1.450, 0.152], [1.757, 3.438, -0.228], [0.842, 0.872, -1.489], [-1.817, -1.401, -0.113], [-0.922, 1.389, -1.239], [-2.724, 0.760, -0.218], [0.390, 1.068, 1.195], [-0.989, 1.984, -0.316], [-0.931, -0.825, 0.101], [-0.751, -3.372, 2.901], [4.362, 1.628, -1.022], [2.785, -2.064, 0.859], [-0.062, -0.533, -0.181], [-0.272, -1.131, -0.032], [-0.784, -2.315, 1.246], [0.420, -0.075, -0.074], [0.538, -0.836, 0.419], [-0.471, 0.223, -1.352], [0.123, -0.489, -0.086], [-0.762, -0.530, -0.131], [1.191, -0.478, 0.743], [-0.665, 1.237, -1.137]],
  "mulliken_charge": [-0.480, -0.084, -0.387, 0.279, 0.631, -0.432, -0.962, -1.070, 0.095, -0.061, 0.359, -0.141, 0.395, 0.324, 0.461, 0.307, 0.292, 0.290, 0.279, 0.331, 0.265, 0.309]
}


6.
{
  "formula": "C4H11N5",
  "method": "wB97M-V/def2-TZVPD",
  "homo_lumo_gap_ev": 8.3,
  "de_lowest_ev": 2.822,
  "max_force_ev_per_a": 4.6,
  "total_energy_ha": -432.676533,
  "smiles": "CN/C=C/C(=N/N)NN",
  "elements": ["C", "C", "C", "C", "H", "H", "H", "H", "H", "H", "H", "H", "H", "H", "H", "N", "N", "N", "N", "N"],
  "coordinates": [[3.7124, 0.2405, 0.1339], [1.2223, -0.2204, -0.0281], [0.2244, -1.0679, -0.1942], [-1.1596, -0.6476, -0.0277], [3.5049, 1.2801, 0.3659], [4.3909, 0.1785, -0.7135], [4.2742, -0.1780, 0.9961], [2.6919, -1.4647, -0.5276], [0.9597, 0.7679, 0.3523], [0.3902, -2.1120, -0.4241], [-1.2992, 0.9191, 1.2822], [-3.0717, 1.8205, 0.1168], [-1.8393, 2.5123, -0.6982], [-3.9938, -1.6207, -0.0787], [-3.5214, -0.0783, -0.4008], [2.5496, -0.5042, -0.1889], [-1.2831, 0.8618, 0.2283], [-2.2233, 1.6065, -0.3856], [-2.1337, -1.4238, -0.0525], [-3.3954, -0.8697, 0.2444]],
  "forces_ev_per_a": [[0.904, -0.151, 0.507], [1.268, 1.392, 0.934], [-1.154, -0.906, -0.258], [0.678, 3.198, -0.092], [-0.228, 0.086, -0.138], [0.207, 0.351, -0.096], [-0.376, 0.169, -0.211], [0.202, 0.868, 0.322], [0.393, -0.038, -0.438], [-0.022, -0.084, -0.081], [-0.028, 0.237, -1.406], [-0.106, -0.313, 0.473], [-0.114, -0.851, 0.176], [-0.518, 0.319, 0.221], [-0.254, -0.359, 0.350], [-1.070, -1.839, -0.681], [1.848, -2.848, 3.171], [-1.253, 1.896, -2.001], [-0.401, -0.980, 0.174], [0.024, -0.148, -0.927]],
  "mulliken_charge": [-0.799, 0.159, -0.665, 0.307, 0.300, 0.276, 0.261, 0.198, 0.325, 0.309, 0.230, 0.203, 0.225, 0.299, 0.239, -0.179, -0.032, -0.713, -0.372, -0.570]
}